# C35H82ClN5O10

A cluster of 7 separate species, C35H82ClN5O10 in total (wB97M-V/def2-TZVPD, the Open Molecules 2025 dataset).

Structure (XYZ):
```
133
Properties=species:S:1:pos:R:3:forces:R:3
O -4.059616 5.776319 2.848974 -0.1 1.1 -0.2
H -3.519346 6.567069 2.915484 0.3 1.6 -0.4
H -3.437016 5.174279 2.434824 0.5 -1.8 -0.6
H -4.244936 5.604759 3.775164 -0.4 -1.1 0.9
Cl -1.300886 2.456879 -0.559796 -2.7 0.4 -1.4
O -1.519666 3.873479 -0.933806 1.1 -0.9 0.8
O -0.136166 1.896559 -1.133396 1.4 0.3 -0.5
O -1.305646 2.254929 0.843324 0.9 1.0 2.5
O -2.454326 1.742289 -1.011766 -0.9 -0.5 -1.1
C 5.922344 4.904239 -0.259456 1.6 -1.0 -1.1
C 5.751214 6.264799 0.315904 -0.4 -0.1 -1.4
C 6.315514 7.385539 -0.578356 -0.3 -1.6 2.6
O 6.151004 8.596109 0.168914 -0.3 -1.6 -1.0
C 6.339994 9.587129 -0.729866 0.0 3.8 -1.0
N 4.306294 6.322459 0.468724 -1.2 0.9 1.9
H 5.147624 4.664299 -0.987696 0.0 0.1 0.0
H 5.870704 4.174059 0.548174 0.1 -0.2 -0.2
H 6.865454 4.829559 -0.800816 0.4 -0.5 0.2
H 6.292554 6.265099 1.261974 -0.4 0.5 0.3
H 5.794784 7.296139 -1.531746 -0.1 0.7 -0.2
H 7.387774 7.222809 -0.687386 0.1 -0.1 -0.4
H 5.882094 10.523269 -0.410386 -0.7 -0.1 0.4
H 5.935804 9.428879 -1.729706 -0.1 -0.4 -0.1
H 7.340884 9.995539 -0.869636 0.9 -0.9 0.0
H 4.060064 5.405909 0.814284 -0.3 0.0 0.7
H 3.735844 6.314669 -0.364716 0.6 0.6 -0.7
C -8.684526 2.869429 -2.828996 0.3 0.5 -0.7
C -8.568756 4.195509 -2.107206 0.0 0.7 1.0
C -8.772956 4.020789 -0.606426 -0.4 0.0 0.1
O -8.921586 5.239139 0.044654 0.4 2.3 -0.1
C -9.628246 5.122939 1.238064 -0.5 -0.8 -0.1
N -7.331096 4.933339 -2.359756 -0.5 -0.3 -0.3
H -7.697886 2.407839 -2.868906 -0.2 -0.8 0.9
H -8.826476 3.002089 -3.901536 -0.5 0.4 -0.1
H -9.535006 2.320159 -2.425156 0.4 -0.6 -0.1
H -9.361556 4.881859 -2.404706 -0.3 -0.1 -0.1
H -7.947846 3.556789 -0.066046 0.2 -0.9 -0.4
H -9.717286 3.505849 -0.429876 0.0 -0.8 -0.2
H -9.467486 5.944389 1.936264 0.3 0.1 -0.3
H -9.368066 4.163749 1.685674 0.1 0.0 0.6
H -10.691846 5.060879 1.007844 -0.4 0.1 0.2
H -6.557416 4.329359 -2.121596 0.4 -0.1 0.0
H -7.338086 5.002039 -3.367386 0.6 0.4 -0.3
C 0.634224 0.917139 7.738754 -0.5 -0.3 -1.0
C 2.003724 1.566409 7.751914 1.6 0.5 2.0
C 2.823854 1.170719 9.081154 -0.5 0.3 0.5
C 3.199134 -0.279131 9.084374 1.1 0.7 -1.5
C 4.073054 -0.591551 7.872284 -0.7 -1.6 -0.1
C 3.455084 -0.205971 6.502224 1.6 1.7 0.5
N 2.882144 1.179209 6.660354 1.1 0.2 -0.3
O 2.622994 1.878779 5.424194 0.1 -0.9 1.2
C 4.630764 -0.055151 5.515814 -0.4 -0.1 -0.8
C 2.439894 -1.201301 6.087564 -1.0 0.0 0.0
C 1.903114 3.129449 7.782984 -0.1 -1.0 0.6
H 0.584734 -0.170391 7.792874 0.4 0.1 0.7
H 0.292014 1.033729 6.710454 -0.6 0.5 -0.1
H -0.076696 1.337349 8.450154 0.1 0.1 -0.1
H 3.653754 1.847439 9.284664 0.3 0.0 -0.7
H 2.304734 1.214599 10.038594 -1.2 0.8 -0.3
H 2.226514 -0.763231 8.996364 0.3 -0.8 0.3
H 3.812694 -0.598861 9.926654 -0.7 0.1 0.5
H 4.111954 -1.678251 7.947594 0.1 -0.5 -0.7
H 5.134354 -0.364241 7.972664 -0.2 0.9 0.1
H 5.265784 -0.925311 5.349384 0.1 -0.3 1.1
H 4.294654 0.036599 4.482994 -0.4 0.8 0.0
H 5.210104 0.814769 5.825184 0.1 -0.1 -0.3
H 1.761644 -0.746491 5.365604 0.1 -0.3 -0.5
H 2.917294 -2.105971 5.711084 -0.4 -0.1 0.0
H 1.801714 -1.352871 6.958114 0.1 -0.8 -0.1
H 1.143504 3.514619 7.102744 0.3 0.1 -0.1
H 2.890484 3.574299 7.659214 -0.1 -0.1 -0.5
H 1.631334 3.396059 8.804324 -0.4 0.0 0.1
H 1.826124 1.476949 5.070444 -0.4 -0.1 -0.4
C 3.464134 -1.530551 -5.961006 -0.7 0.8 -1.0
C 4.984744 -1.581141 -6.075196 0.9 0.4 -1.1
C 5.602434 -0.902231 -4.855176 -1.1 -0.9 1.3
C 5.662604 -1.857321 -3.620456 0.2 0.3 0.0
C 6.250584 -3.249001 -3.994616 -1.8 0.2 -0.9
C 5.422374 -3.983181 -5.187116 0.6 2.1 1.7
N 5.443284 -2.978521 -6.249566 1.8 0.7 2.8
O 5.087514 -3.526351 -7.428636 -1.0 -0.3 -2.3
C 6.245664 -5.203251 -5.573036 -0.9 -0.2 -0.5
C 3.990684 -4.467911 -4.709046 0.2 -0.5 -0.3
C 5.552874 -0.724771 -7.297936 -0.9 -0.6 -0.1
H 3.071524 -1.815821 -4.985006 0.2 -0.3 -0.2
H 2.985074 -2.059211 -6.785096 0.1 -0.8 0.3
H 3.038924 -0.547291 -6.162246 0.4 0.5 0.3
H 6.535654 -0.352811 -4.979076 0.3 -0.7 -0.5
H 4.911094 -0.102051 -4.590856 -0.1 0.1 0.1
H 4.729534 -1.900681 -3.058676 -0.4 -0.3 -0.5
H 6.264604 -1.248221 -2.946146 0.6 -0.7 0.4
H 6.209504 -4.055981 -3.263046 0.4 0.6 0.8
H 7.259354 -2.998771 -4.323046 0.1 -0.8 -0.2
H 7.263444 -5.006801 -5.910126 -0.1 0.3 0.1
H 6.261174 -5.896371 -4.731936 0.1 0.0 0.0
H 5.683854 -5.656311 -6.389856 0.3 -0.4 -0.1
H 4.040884 -5.396351 -4.140206 0.6 0.2 0.6
H 3.348354 -3.777101 -4.162886 0.5 0.2 0.1
H 3.345714 -4.862811 -5.494026 0.3 0.5 -0.8
H 4.972364 0.196339 -7.349426 0.1 0.1 0.0
H 5.468714 -1.204621 -8.273006 -0.6 -0.1 0.0
H 6.614694 -0.478561 -7.293146 0.0 -0.1 0.9
H 5.762714 -3.130491 -7.984516 -0.1 -0.5 -0.7
C -6.796516 -5.131281 0.555144 0.7 1.1 -1.2
C -6.749086 -5.831211 -0.816626 1.6 0.9 -0.1
C -7.144496 -4.917761 -2.014876 -1.0 0.9 1.2
C -6.165536 -3.908751 -2.598486 1.6 -0.5 0.2
C -4.832146 -4.583791 -3.020536 -1.5 -0.8 1.6
C -4.286276 -5.345721 -1.705016 0.2 0.1 0.0
N -5.348246 -6.262691 -1.102636 -1.1 0.8 -2.5
O -4.893696 -7.210201 -0.198786 0.7 0.0 0.6
C -3.121076 -6.227471 -2.202456 0.2 0.6 0.6
C -3.668306 -4.315881 -0.674816 -0.8 0.2 -0.6
C -7.752866 -6.959431 -0.609596 1.6 -0.7 -1.1
H -6.150946 -4.254751 0.500094 -0.2 0.3 0.3
H -6.362766 -5.788151 1.309124 -0.4 0.0 0.1
H -7.834926 -4.836061 0.705684 0.1 0.0 0.6
H -7.685656 -5.429241 -2.810896 0.4 -0.5 0.0
H -7.917886 -4.297421 -1.561946 -0.5 0.1 0.0
H -5.775886 -3.205061 -1.862896 -0.8 0.3 0.3
H -6.666936 -3.321031 -3.367436 0.2 -0.1 -0.2
H -4.132996 -3.835291 -3.393396 0.3 -0.2 0.2
H -5.025266 -5.326731 -3.794386 0.2 -0.1 -0.1
H -3.393116 -7.190631 -2.634226 -0.2 0.1 0.1
H -2.570136 -5.659911 -2.952416 0.0 0.0 -0.1
H -2.439576 -6.342441 -1.359586 0.1 -0.5 -0.1
H -2.893016 -3.703201 -1.134856 0.2 -0.2 -0.2
H -4.416956 -3.591321 -0.354436 -0.1 -0.1 0.0
H -3.240946 -4.741491 0.233114 -0.1 -0.5 -0.2
H -7.370686 -7.801881 -1.186076 -0.3 -0.3 -0.1
H -8.719986 -6.673761 -1.023306 -0.1 -0.1 0.6
H -7.656336 -7.215471 0.445504 -0.9 -0.3 -0.2
H -4.622696 -7.926451 -0.777696 0.0 -0.3 0.2
```
Positions in Å, forces in eV/Å.

Summary:
Kohn-Sham gap in Eh: 0.1646